1.
A 13-piece molecular cluster, C7H36O13 overall at a distorted geometry. Source: the OMol25 dataset; level of theory: wB97M-V/def2-TZVPD.

Values from the calculation:
- HOMO: -9.06 eV
- LUMO level: 0.02 eV
- DFT total energy: -34461.1848 eV
- Strongest force on any atom: 2.3 eV/Å

Each line ends with the Löwdin charge.
Cartesian coordinates (Å):
C1 1.14 -2.56 -1.21  -0.220
O1 1.53 -1.33 -1.83  -0.159
C2 -0.37 -2.87 -1.29  -0.155
C3 -1.21 -2.28 -0.16  -0.150
C4 -1.46 -0.78 -0.32  -0.310
C5 -0.50 0.11 -0.14  0.065
C6 -3.19 0.53 -1.51  0.023
C7 -2.86 -0.40 -0.61  -0.146
H1 1.72 -3.33 -1.71  0.110
H2 1.47 -2.49 -0.18  0.105
H3 0.84 -0.95 -2.47  0.056
H4 -0.74 -2.53 -2.23  0.093
H5 -0.46 -3.96 -1.29  0.118
H6 -2.16 -2.82 -0.12  0.098
H7 -0.73 -2.45 0.82  0.121
H8 0.50 -0.11 0.15  0.069
H9 -0.65 1.17 -0.24  0.052
H10 -4.21 0.82 -1.77  0.065
H11 -2.46 1.09 -2.09  0.054
H12 -3.63 -0.92 -0.07  0.113
H13 1.98 0.38 -1.54  0.042
H14 3.07 1.33 -2.13  0.106
O2 2.22 1.33 -1.65  -0.043
H15 -0.29 0.67 -3.20  0.021
H16 -1.25 -0.50 -2.87  0.014
O3 -0.42 -0.31 -3.30  -0.052
H17 -4.56 -2.70 -2.50  0.053
H18 -3.14 -2.20 -2.29  0.002
O4 -3.74 -2.89 -2.02  -0.047
H19 -0.49 3.40 0.15  0.008
H20 -1.95 2.85 -0.17  0.053
O5 -1.21 3.36 -0.54  -0.078
H21 3.48 -0.43 1.77  -0.025
H22 3.76 -1.15 0.48  0.014
O6 4.18 -0.54 1.09  -0.073
H23 1.80 -2.95 3.87  0.070
H24 1.69 -2.12 5.14  0.070
O7 1.42 -2.13 4.22  -0.031
H25 1.97 -0.72 3.40  0.003
H26 1.37 0.53 2.70  0.018
O8 2.23 0.06 2.86  -0.096
H27 -0.03 2.28 2.13  0.048
H28 -0.07 1.99 3.62  0.094
O9 -0.10 1.52 2.78  -0.065
H29 1.57 3.20 1.09  0.026
H30 0.74 4.56 0.96  0.071
O10 0.70 3.68 1.34  -0.097
H31 0.85 2.08 -2.41  -0.002
H32 -0.50 2.68 -2.01  0.000
O11 -0.03 2.26 -2.75  -0.064
H33 2.69 1.97 -0.20  0.065
H34 3.15 1.76 1.31  0.040
O12 2.88 2.47 0.70  -0.076
H35 -1.67 0.74 2.68  -0.026
H36 -2.33 -0.66 2.86  0.024
O13 -2.52 0.27 2.73  -0.068

2.
A 11-piece molecular cluster, C7H37NO10 overall at a distorted geometry. Source: the OMol25 dataset; level of theory: wB97M-V/def2-TZVPD.

Values from the calculation:
- HOMO: -8.28 eV
- LUMO level: 0.28 eV
- DFT total energy: -29823.9587 eV
- Strongest force on any atom: 2.8 eV/Å
- SMILES string: CCCCN(C)CC.O.O.O.O.O.O.O.O.O.O

Each line ends with the Löwdin charge.
Cartesian coordinates (Å):
C1 2.59 -1.78 0.69  -0.109
C2 3.29 -0.41 0.58  -0.245
C3 2.31 0.67 0.14  -0.210
C4 1.48 0.31 -1.13  -0.232
N1 0.60 1.25 -1.75  -0.232
C5 1.31 2.42 -2.38  -0.056
C6 -0.62 1.58 -1.00  -0.200
C7 -0.41 2.70 0.09  -0.072
H1 2.35 -2.20 -0.28  0.057
H2 3.23 -2.46 1.30  0.084
H3 1.61 -1.73 1.19  0.059
H4 4.03 -0.56 -0.24  0.124
H5 3.70 -0.17 1.53  0.082
H6 1.65 1.06 0.91  0.071
H7 2.98 1.50 -0.18  0.101
H8 2.27 0.03 -1.89  0.143
H9 0.88 -0.59 -0.98  0.082
H10 2.38 2.39 -2.32  0.077
H11 0.82 2.56 -3.34  0.082
H12 1.12 3.24 -1.69  0.058
H13 -1.39 1.91 -1.74  0.120
H14 -1.12 0.70 -0.61  0.086
H15 0.54 3.16 -0.02  0.027
H16 -1.12 3.58 0.02  0.096
H17 -0.51 2.24 1.04  0.027
O1 3.77 2.76 2.29  -0.059
H18 3.06 2.71 1.63  0.006
H19 4.47 2.99 1.65  0.049
O2 -1.44 -2.52 2.52  -0.047
H20 -1.57 -1.64 2.87  0.013
H21 -1.99 -3.10 3.06  0.074
O3 -4.42 1.45 -1.36  -0.063
H22 -5.27 1.15 -1.69  0.029
H23 -4.04 0.89 -0.67  -0.002
O4 0.72 -2.82 -2.58  -0.081
H24 0.68 -2.13 -3.26  -0.003
H25 0.14 -2.35 -1.92  0.012
O5 -3.95 -0.60 2.78  -0.067
H26 -3.33 -0.32 2.09  -0.006
H27 -4.69 -0.91 2.24  0.036
O6 -0.86 0.12 2.07  -0.065
H28 -0.42 -0.40 1.39  0.019
H29 -0.24 0.22 2.83  0.034
O7 1.39 -0.03 3.40  -0.033
H30 2.02 -0.52 3.93  0.079
H31 1.68 0.86 3.16  0.054
O8 -3.48 -1.04 -0.32  -0.070
H32 -3.94 -1.07 -1.17  0.045
H33 -2.73 -1.66 -0.41  -0.009
O9 -1.24 -2.50 -0.18  -0.056
H34 -1.18 -2.46 0.79  0.004
H35 -1.38 -3.44 -0.33  0.080
O10 0.77 -0.45 -4.74  -0.042
H36 0.29 -0.05 -5.47  0.042
H37 1.01 0.25 -4.12  0.010

3.
A 13-piece molecular cluster, C7H37NO13 overall at a distorted geometry. Source: the OMol25 dataset; level of theory: wB97M-V/def2-TZVPD.

Values from the calculation:
- HOMO (spin up / spin down): -0.29 / -5.43 eV
- LUMO level (spin up / spin down): 2.27 / 2.14 eV
- DFT total energy: -35960.0178 eV
- 2S+1: 2
- Strongest force on any atom: 6.0 eV/Å
- Expectation value of S²: 0.751
- Total charge: -1

Each line ends with the Löwdin charge.
Cartesian coordinates (Å):
C1 -2.73 -2.27 -0.44  -0.018
C2 -3.09 -1.03 -0.01  -0.170
N1 -2.87 -0.65 1.43  -0.076
C3 -3.33 0.67 1.86  -0.240
C4 1.04 2.89 1.66  -0.223
C5 0.03 2.54 2.69  -0.192
C6 -1.24 1.65 2.49  -0.135
C7 -2.29 1.77 1.66  -0.109
H1 -2.40 -3.10 0.22  0.068
H2 -2.87 -2.54 -1.41  -0.008
H3 -3.71 -0.29 -0.49  0.092
H4 -1.83 -0.74 1.71  0.113
H5 -4.25 0.86 1.17  0.131
H6 -3.48 0.55 2.94  0.100
H7 1.11 3.81 1.02  0.120
H8 1.20 1.96 1.01  0.114
H9 0.43 1.94 3.67  0.150
H10 -1.34 0.93 3.40  0.089
H11 -2.05 2.32 0.78  0.075
H12 2.23 -0.42 -3.20  -0.039
H13 2.33 1.06 -3.55  0.077
O1 2.88 0.26 -3.21  -0.116
H14 0.13 -3.54 2.24  0.017
H15 -1.02 -2.56 2.06  0.010
O2 -0.48 -3.00 2.71  -0.046
H16 -2.88 -0.63 -3.28  -0.004
H17 -1.86 -1.30 -4.07  0.013
O3 -2.79 -0.99 -4.17  -0.111
H18 3.05 -1.59 0.65  -0.059
H19 3.71 -0.91 -0.25  -0.014
O4 3.24 -1.70 -0.24  -0.013
H20 -1.02 0.36 -1.68  0.047
H21 -0.25 1.37 -0.88  -0.101
O5 -1.10 1.04 -0.87  -0.126
H22 1.71 2.21 -0.86  -0.032
H23 0.63 3.27 -1.50  0.077
O6 1.00 2.38 -1.43  -0.093
H24 1.69 -2.89 2.67  0.049
H25 2.52 -1.46 2.60  0.093
O7 1.94 -2.12 2.09  -0.105
H26 0.30 1.68 -3.22  0.045
H27 0.55 0.24 -2.96  -0.066
O8 0.60 0.86 -3.66  -0.095
H28 -0.38 3.53 3.13  0.123
H29 2.46 3.35 3.09  0.038
O9 2.35 2.73 2.39  -0.131
H30 -0.84 -1.14 3.73  -0.015
H31 0.13 -1.05 4.82  -0.038
O10 -0.57 -0.65 4.48  0.012
H32 -1.08 -1.50 -2.04  -0.015
H33 -0.35 -2.56 -2.81  -0.031
O11 -1.21 -2.32 -2.55  -0.104
H34 1.86 -2.73 -2.17  0.012
H35 1.26 -1.63 -2.97  -0.043
O12 1.53 -2.53 -3.02  -0.038
H36 3.42 1.32 -2.05  0.001
H37 3.92 2.65 -1.55  0.063
O13 3.45 1.85 -1.21  -0.120

4.
A 12-piece molecular cluster, C7H39NO11 overall at a distorted geometry. Source: the OMol25 dataset; level of theory: wB97M-V/def2-TZVPD.

Values from the calculation:
- HOMO (spin up / spin down): -13.95 / -13.95 eV
- LUMO level (spin up / spin down): -3.14 / -8.00 eV
- DFT total energy: -31895.2037 eV
- 2S+1: 2
- Strongest force on any atom: 3.9 eV/Å
- Expectation value of S²: 0.754
- Total charge: +1

Each line ends with the Löwdin charge.
Cartesian coordinates (Å):
C1 1.57 1.40 0.55  -0.115
C2 0.98 2.19 1.76  -0.439
C3 0.64 1.46 3.02  -0.083
C4 1.76 3.45 2.03  -0.063
C5 0.96 0.00 0.42  -0.111
N1 0.51 -0.25 -0.95  0.193
C6 -0.02 -1.58 -1.21  -0.200
C7 -1.53 -1.66 -0.98  -0.036
H1 2.66 1.46 0.56  0.133
H2 1.19 2.00 -0.27  0.085
H3 -0.04 2.45 1.42  0.093
H4 1.50 0.99 3.53  0.099
H5 -0.11 0.66 2.97  0.050
H6 0.29 2.11 3.82  0.095
H7 1.26 4.12 2.74  0.093
H8 2.05 4.02 1.15  0.088
H9 2.62 3.29 2.70  0.096
H10 1.74 -0.72 0.63  0.123
H11 0.12 -0.17 1.10  0.141
H12 -0.26 0.41 -1.19  0.129
H13 0.44 -2.25 -0.50  0.081
H14 0.17 -1.86 -2.25  0.141
H15 -1.98 -1.16 -0.12  0.089
H16 -2.02 -1.17 -1.83  0.066
H17 -1.88 -2.68 -1.13  0.109
H18 -1.02 2.96 -0.49  0.063
H19 -0.40 2.87 -1.83  0.058
O1 -0.93 2.33 -1.22  -0.044
H20 -3.63 -2.94 1.44  0.051
H21 -3.62 -2.46 2.78  0.047
O2 -3.31 -3.25 2.30  -0.055
H22 0.19 0.43 -4.21  0.029
H23 -0.67 1.47 -5.03  0.067
O3 0.22 1.21 -4.77  -0.033
H24 2.48 -2.60 1.20  0.024
H25 1.09 -3.04 1.62  -0.004
O4 1.97 -3.40 1.37  -0.062
H26 2.25 -4.05 -1.65  0.071
H27 2.46 -3.08 -0.59  0.007
O5 2.35 -3.09 -1.56  -0.063
H28 -0.50 -3.79 2.75  0.087
H29 -1.38 -3.26 1.60  0.032
O6 -0.59 -3.06 2.13  -0.056
H30 -2.07 2.55 3.20  0.035
H31 -2.20 2.64 1.72  0.011
O7 -2.31 3.18 2.51  -0.035
H32 3.14 -1.63 -3.81  0.041
H33 2.61 -0.66 -2.74  -0.019
O8 3.36 -0.84 -3.32  -0.043
H34 1.38 2.64 -4.23  0.020
H35 2.12 2.43 -2.88  0.018
O9 1.64 3.08 -3.40  -0.067
H36 -3.38 1.70 -1.47  0.022
H37 -3.04 0.28 -1.99  -0.026
O10 -3.75 0.86 -1.73  -0.038
H38 -1.87 -0.99 2.79  -0.007
H39 -1.74 -1.53 4.21  0.054
O11 -2.22 -0.89 3.68  -0.046

5.
C7H3Cl3O6Ru as an isolated structure. Source: the OMol25 dataset; level of theory: wB97M-V/def2-TZVPD.

Values from the calculation:
- HOMO (spin up / spin down): -16.61 / -17.83 eV
- LUMO level (spin up / spin down): -9.56 / -11.83 eV
- DFT total energy: -59710.7288 eV
- 2S+1: 5
- Strongest force on any atom: 0.3 eV/Å
- Expectation value of S²: 6.041
- Total charge: +2

Each line ends with the Löwdin charge.
Cartesian coordinates (Å):
Ru1 1.46 -2.32 -1.68  1.389
O1 0.66 -1.71 -5.07  -0.408
Cl1 1.74 -2.44 -4.45  0.981
O2 1.91 -3.85 -4.73  -0.386
O3 0.35 -3.49 -1.44  -0.330
O4 2.96 -1.93 -1.14  -0.340
Cl2 -2.33 3.76 2.52  0.953
C1 -1.45 2.39 2.14  -0.592
C2 -0.92 1.58 3.15  -0.043
C3 -0.20 0.45 2.84  -0.540
Cl3 0.47 -0.57 4.00  0.932
C4 0.00 0.11 1.43  -0.241
O5 0.65 -0.92 1.12  0.274
C5 -0.55 0.95 0.41  -0.076
C6 -0.32 0.57 -0.98  -0.074
O6 0.30 -0.42 -1.33  -0.023
C7 -1.26 2.06 0.76  0.051
H1 -1.07 1.84 4.19  0.146
H2 -0.73 1.24 -1.75  0.175
H3 -1.68 2.71 0.00  0.152

6.
C7H3ClNO8Pt as an isolated structure. Source: the OMol25 dataset; level of theory: wB97M-V/def2-TZVPD.

Values from the calculation:
- HOMO: -6.08 eV
- LUMO level: 2.30 eV
- DFT total energy: -40943.0446 eV
- Strongest force on any atom: 0.9 eV/Å
- Total charge: -1

Each line ends with the Löwdin charge.
Cartesian coordinates (Å):
Pt1 -0.06 0.05 -0.02  1.234
O1 1.73 1.89 -3.10  0.060
C1 1.29 1.19 -2.21  -0.574
O2 0.14 1.34 -1.60  -0.167
C2 2.11 -0.03 -1.75  -0.148
C3 3.28 -0.54 -2.28  0.014
C4 3.82 -1.69 -1.70  -0.040
C5 3.20 -2.31 -0.62  0.014
C6 2.03 -1.76 -0.13  -0.147
N1 1.56 -0.66 -0.72  -0.073
C7 1.13 -2.26 1.03  -0.570
O3 1.50 -3.22 1.67  0.061
O4 0.01 -1.60 1.18  -0.166
H1 3.73 -0.03 -3.12  0.120
H2 4.73 -2.11 -2.11  0.104
H3 3.59 -3.20 -0.14  0.120
O5 -2.53 2.25 2.54  -0.318
Cl1 -1.32 1.86 1.89  0.668
O6 -0.41 1.20 2.76  -0.341
O7 -0.70 2.95 1.21  -0.330
O8 -1.77 0.83 0.83  -0.522

Copy entry 2 word for word.
A 11-piece molecular cluster, C7H37NO10 overall at a distorted geometry. Source: the OMol25 dataset; level of theory: wB97M-V/def2-TZVPD.

Values from the calculation:
- HOMO: -8.28 eV
- LUMO level: 0.28 eV
- DFT total energy: -29823.9587 eV
- Strongest force on any atom: 2.8 eV/Å
- SMILES string: CCCCN(C)CC.O.O.O.O.O.O.O.O.O.O

Each line ends with the Löwdin charge.
Cartesian coordinates (Å):
C1 2.59 -1.78 0.69  -0.109
C2 3.29 -0.41 0.58  -0.245
C3 2.31 0.67 0.14  -0.210
C4 1.48 0.31 -1.13  -0.232
N1 0.60 1.25 -1.75  -0.232
C5 1.31 2.42 -2.38  -0.056
C6 -0.62 1.58 -1.00  -0.200
C7 -0.41 2.70 0.09  -0.072
H1 2.35 -2.20 -0.28  0.057
H2 3.23 -2.46 1.30  0.084
H3 1.61 -1.73 1.19  0.059
H4 4.03 -0.56 -0.24  0.124
H5 3.70 -0.17 1.53  0.082
H6 1.65 1.06 0.91  0.071
H7 2.98 1.50 -0.18  0.101
H8 2.27 0.03 -1.89  0.143
H9 0.88 -0.59 -0.98  0.082
H10 2.38 2.39 -2.32  0.077
H11 0.82 2.56 -3.34  0.082
H12 1.12 3.24 -1.69  0.058
H13 -1.39 1.91 -1.74  0.120
H14 -1.12 0.70 -0.61  0.086
H15 0.54 3.16 -0.02  0.027
H16 -1.12 3.58 0.02  0.096
H17 -0.51 2.24 1.04  0.027
O1 3.77 2.76 2.29  -0.059
H18 3.06 2.71 1.63  0.006
H19 4.47 2.99 1.65  0.049
O2 -1.44 -2.52 2.52  -0.047
H20 -1.57 -1.64 2.87  0.013
H21 -1.99 -3.10 3.06  0.074
O3 -4.42 1.45 -1.36  -0.063
H22 -5.27 1.15 -1.69  0.029
H23 -4.04 0.89 -0.67  -0.002
O4 0.72 -2.82 -2.58  -0.081
H24 0.68 -2.13 -3.26  -0.003
H25 0.14 -2.35 -1.92  0.012
O5 -3.95 -0.60 2.78  -0.067
H26 -3.33 -0.32 2.09  -0.006
H27 -4.69 -0.91 2.24  0.036
O6 -0.86 0.12 2.07  -0.065
H28 -0.42 -0.40 1.39  0.019
H29 -0.24 0.22 2.83  0.034
O7 1.39 -0.03 3.40  -0.033
H30 2.02 -0.52 3.93  0.079
H31 1.68 0.86 3.16  0.054
O8 -3.48 -1.04 -0.32  -0.070
H32 -3.94 -1.07 -1.17  0.045
H33 -2.73 -1.66 -0.41  -0.009
O9 -1.24 -2.50 -0.18  -0.056
H34 -1.18 -2.46 0.79  0.004
H35 -1.38 -3.44 -0.33  0.080
O10 0.77 -0.45 -4.74  -0.042
H36 0.29 -0.05 -5.47  0.042
H37 1.01 0.25 -4.12  0.010